1.
Entry from the Open Molecules 2025 dataset: an isolated molecule of C8H7NOS (ωB97M-V with the def2-TZVPD basis set).

```
18
Properties=species:S:1:pos:R:3:mulliken_charge:R:1
C 3.475 0.468 -0.346 -0.095
C 1.740 -1.104 -0.739 -0.497
C 1.245 1.096 0.355 -0.319
C 2.132 0.229 -0.225 0.599
C 0.724 -1.664 -0.143 -0.060
C -0.309 -2.193 0.431 -0.154
C -1.351 1.536 -0.222 -0.277
C -2.754 1.541 0.065 -0.711
N 4.600 0.572 -0.196 -0.428
O -1.637 -2.092 0.178 -0.493
S -0.349 0.792 0.893 -0.040
H 2.248 -1.665 -1.458 0.443
H 1.672 2.020 0.481 0.510
H -0.205 -2.793 1.338 0.302
H -3.102 2.364 -0.614 0.272
H -3.083 1.743 1.099 0.298
H -3.283 0.636 -0.261 0.278
H -1.763 -1.487 -0.637 0.373
```

Values from the calculation:
HOMO, eV: -8.43
Molar mass, g/mol: 165.2
LUMO energy, eV: -0.824
HOMO-LUMO gap, Ha: 0.2796
2S+1: 1
Relative energy (zero: lowest compared OMol25 entry of this formula, charge and spin), kcal/mol: 151.3
Electronic energy, Eh: -836.9921

2.
Entry from the Open Molecules 2025 dataset: C8H7O6Zr as an isolated structure (ωB97M-V with the def2-TZVPD basis set).

```
22
Properties=species:S:1:pos:R:3:mulliken_charge:R:1
O 2.246 -5.384 2.000 -0.124
C 1.977 -4.283 1.821 0.130
Zr -0.617 -0.850 -0.728 1.021
C -2.112 -0.204 -2.581 -0.291
O -2.620 0.792 -3.077 -0.157
C -1.867 -1.373 -3.293 0.958
O -1.929 -2.341 -3.945 0.014
C -2.658 -1.233 0.120 0.330
O -3.682 -1.541 0.540 0.097
C 0.842 -1.040 -2.506 0.162
O 1.487 -1.199 -3.431 0.103
H -0.036 -2.067 0.305 0.257
C 2.152 1.819 1.316 -1.095
C 0.675 1.589 1.135 0.989
C -0.255 2.550 1.814 -1.143
O 0.245 0.645 0.409 -0.529
H 2.344 2.704 1.941 0.369
H 2.654 2.004 0.355 0.382
H 2.643 0.973 1.819 0.382
H -0.876 3.080 1.087 0.384
H -0.906 2.043 2.531 0.389
H 0.294 3.316 2.371 0.371
```

Values from the calculation:
Charge: +3
HOMO (alpha / beta), eV: -20.53 / -20.53
Molar mass, g/mol: 290.4
LUMO energy (alpha / beta), eV: -15.694 / -15.691
HOMO-LUMO gap (alpha / beta), Ha: 0.1779 / 0.1780
2S+1: 1
Relative energy (zero: lowest compared OMol25 entry of this formula, charge and spin), kcal/mol: 56.1
Electronic energy, Eh: -806.1130

3.
Entry from the Open Molecules 2025 dataset: an isolated molecule of C8H8 (ωB97M-V with the def2-TZVPD basis set).

```
16
Properties=species:S:1:pos:R:3:mulliken_charge:R:1
C -1.021 -1.542 0.283 -0.331
C -2.300 -1.779 -0.208 -0.781
C -0.432 0.798 -0.603 -0.257
C -0.293 -0.343 0.226 0.734
C 0.912 -0.355 0.936 -0.470
C 1.682 0.942 0.637 -0.223
C 2.073 1.294 -0.673 -0.502
C 0.755 1.770 -0.443 -0.400
H -0.749 -2.212 1.100 0.245
H -2.765 -2.785 -0.171 0.292
H -2.663 -1.001 -0.924 0.207
H -1.407 1.339 -0.898 0.300
H 1.503 -1.258 1.074 0.335
H 2.014 1.456 1.575 0.309
H 2.197 0.838 -1.646 0.196
H 0.493 2.840 -0.266 0.346
```

Values from the calculation:
HOMO, eV: -6.19
Molar mass, g/mol: 104.2
LUMO energy, eV: -2.060
HOMO-LUMO gap, Ha: 0.1519
2S+1: 1
Relative energy (zero: lowest compared OMol25 entry of this formula, charge and spin), kcal/mol: 185.1
Electronic energy, Eh: -309.3188

4.
Entry from the Open Molecules 2025 dataset: C8H8AlClFO as an isolated structure (ωB97M-V with the def2-TZVPD basis set).

```
20
Properties=species:S:1:pos:R:3:mulliken_charge:R:1
O -0.897 -2.129 4.440 -0.527
C -0.218 -2.234 3.398 0.387
F 1.182 -2.610 3.394 -0.272
C -0.838 -1.900 1.944 -0.514
Al -0.403 0.067 1.576 0.225
Cl -2.141 1.327 2.319 -0.458
C 0.072 0.496 -0.363 0.267
C 0.839 -0.413 -1.356 -0.185
C 1.179 0.068 -2.819 -0.448
C 0.707 1.477 -3.296 -0.336
C -0.081 2.428 -2.329 -0.442
C -0.382 1.912 -0.902 -0.326
H -1.952 -2.141 2.032 0.282
H -0.396 -2.644 1.193 0.313
H 0.851 0.450 2.475 -0.261
H 1.179 -1.451 -1.020 0.266
H 1.750 -0.632 -3.515 0.267
H 0.927 1.857 -4.346 0.271
H -0.421 3.475 -2.628 0.281
H -0.958 2.599 -0.196 0.209
```

Values from the calculation:
Charge: -1
HOMO, eV: -5.42
Molar mass, g/mol: 201.6
LUMO energy, eV: 3.373
HOMO-LUMO gap, Ha: 0.3232
2S+1: 1
Relative energy (zero: lowest compared OMol25 entry of this formula, charge and spin), kcal/mol: 103.2
Electronic energy, Eh: -1187.3958